{"formula": "C26H37BF4FeN3P", "method": "wB97M-V/def2-TZVPD", "elements": ["Fe", "C", "C", "C", "P", "C", "C", "C", "C", "C", "C", "C", "C", "C", "C", "N", "C", "C", "C", "C", "C", "C", "C", "C", "C", "H", "H", "H", "H", "H", "H", "H", "H", "H", "H", "H", "H", "H", "H", "H", "H", "H", "H", "H", "H", "H", "H", "H", "H", "H", "H", "H", "H", "H", "H", "H", "C", "C", "N", "C", "C", "N", "H", "H", "H", "H", "H", "H", "F", "B", "F", "F", "F"], "positions_angstrom": [[8.525, 10.760, 8.768], [6.267, 15.381, 8.598], [7.014, 14.142, 9.110], [8.281, 14.530, 9.890], [7.440, 12.808, 7.885], [6.074, 12.744, 6.701], [4.881, 12.179, 7.525], [6.489, 11.902, 5.459], [8.921, 13.458, 7.039], [8.938, 14.696, 6.366], [10.113, 15.208, 5.793], [10.205, 16.635, 5.227], [11.252, 14.472, 5.865], [11.344, 13.276, 6.588], [10.165, 12.739, 7.177], [10.146, 11.596, 7.826], [11.218, 10.687, 7.832], [12.236, 10.769, 8.792], [12.222, 11.854, 9.779], [13.246, 9.828, 8.818], [13.244, 8.719, 7.968], [14.256, 7.615, 8.080], [12.232, 8.633, 6.987], [11.257, 9.644, 6.828], [10.394, 9.668, 5.590], [6.341, 16.156, 9.340], [5.232, 15.168, 8.342], [6.689, 15.850, 7.651], [6.348, 13.709, 9.866], [9.025, 15.043, 9.261], [8.668, 13.568, 10.249], [8.059, 15.171, 10.727], [5.812, 13.790, 6.361], [5.213, 11.282, 8.019], [4.075, 12.018, 6.841], [4.646, 12.903, 8.277], [7.286, 11.183, 5.630], [6.789, 12.549, 4.621], [5.648, 11.285, 5.113], [8.012, 15.249, 6.288], [9.782, 16.723, 4.224], [11.232, 17.001, 5.098], [9.668, 17.378, 5.833], [12.144, 14.913, 5.347], [12.253, 12.693, 6.674], [12.383, 12.861, 9.288], [13.051, 11.694, 10.464], [11.322, 11.923, 10.393], [14.074, 10.056, 9.528], [13.838, 6.862, 8.742], [15.229, 7.871, 8.533], [14.437, 7.122, 7.079], [12.239, 7.783, 6.331], [10.181, 10.687, 5.217], [9.406, 9.171, 5.762], [10.871, 9.119, 4.780], [9.565, 7.741, 9.829], [8.419, 7.726, 8.897], [7.966, 8.759, 8.186], [6.983, 8.288, 7.393], [6.867, 6.972, 7.567], [7.782, 6.612, 8.510], [10.313, 8.475, 9.406], [9.987, 6.740, 9.945], [9.304, 8.101, 10.805], [6.361, 8.854, 6.792], [6.231, 6.190, 7.156], [7.863, 5.704, 8.844], [7.593, 9.918, 12.190], [8.151, 10.960, 11.461], [7.215, 11.043, 10.228], [8.348, 12.148, 12.091], [9.405, 10.597, 10.780]], "atomic_forces_ev_per_a": [[-0.1, -0.7, -0.7], [0.6, 0.1, -2.0], [-0.1, 0.8, 0.3], [0.2, -0.9, -0.8], [0.3, 0.6, 0.1], [-0.2, 0.6, -0.7], [1.5, 0.5, -1.0], [-0.7, 0.2, -0.2], [0.1, 1.8, -0.7], [-0.2, -1.4, 0.5], [-1.1, 2.0, 0.0], [-0.3, -0.1, -0.2], [2.9, -1.2, 0.1], [-0.4, 0.6, -1.0], [-0.2, 0.8, -0.3], [-0.4, -0.7, 0.3], [1.2, -1.7, -1.4], [-1.1, -0.3, -0.6], [0.6, 1.9, 0.4], [0.8, -0.2, 0.2], [-0.3, 0.3, -0.3], [0.4, -0.6, -0.8], [0.0, 1.2, 0.8], [0.8, 0.5, 0.9], [-1.1, -0.1, 0.2], [-0.3, 0.3, 0.4], [-0.1, 0.0, 0.3], [-0.2, -0.7, 1.2], [0.1, -0.4, -0.3], [-0.2, -0.3, 0.1], [0.5, 0.5, 0.3], [-0.2, 0.1, 0.3], [0.3, -1.0, 0.3], [-0.2, -0.6, 0.2], [-0.7, -0.2, -0.1], [-0.6, 0.3, 0.5], [0.3, 0.0, 0.3], [0.0, -0.2, 0.4], [0.0, 0.3, 0.0], [0.1, 0.1, -0.1], [-0.2, -0.3, 0.0], [-0.1, -0.4, 0.4], [0.1, -0.4, 0.0], [-0.7, -0.7, 0.8], [0.1, 0.2, -0.1], [-0.2, -0.9, 0.5], [0.0, 0.2, 0.1], [-0.1, -0.1, -0.3], [-0.6, -0.7, -0.6], [-0.1, -0.3, 0.1], [-0.5, 0.3, -0.3], [-0.1, 0.6, 1.1], [0.0, -0.1, -0.4], [0.2, -0.4, 0.3], [0.6, 0.4, -0.1], [0.1, 0.0, 0.1], [0.9, 0.7, -0.6], [0.6, -0.1, -0.3], [1.2, 0.9, 1.5], [-0.2, -0.5, -0.1], [-0.9, -2.1, -0.3], [-0.3, 1.9, -0.5], [-0.4, -1.0, 0.5], [0.1, 0.2, -0.2], [-0.3, 0.2, 0.5], [-0.8, 1.3, -1.1], [0.1, 0.6, -0.1], [0.5, -1.6, 0.9], [1.0, 1.0, -0.5], [-0.6, -1.0, 0.3], [0.4, 0.5, 1.4], [-0.5, -0.5, -0.4], [-0.8, 0.0, 0.0]], "lowdin_spin": [3.715, 0.003, 0.013, 0.002, 0.056, 0.012, 0.002, 0.002, 0.137, -0.018, 0.157, 0.025, -0.008, 0.164, 0.064, 0.397, 0.038, 0.018, 0.004, -0.001, 0.008, 0.002, -0.001, 0.024, 0.003, 0.001, 0.000, 0.000, 0.001, 0.001, 0.001, 0.000, 0.002, 0.000, 0.000, 0.000, 0.001, 0.000, 0.000, -0.004, 0.010, 0.001, 0.005, -0.003, 0.007, 0.001, 0.000, 0.002, 0.000, 0.001, 0.000, 0.000, 0.000, 0.000, 0.001, 0.000, 0.002, 0.010, 0.031, 0.004, 0.002, 0.003, 0.001, 0.000, 0.000, 0.000, 0.000, 0.000, 0.001, 0.003, 0.057, 0.001, 0.034], "s_squared": 8.80, "multiplicity": 6, "e_tot_ev": -87257.126, "homo_lumo_gap_ev": [8.57, 6.20], "charge": 1}

***

{"formula": "C4H4N2", "method": "wB97M-V/def2-TZVPD", "elements": ["C", "C", "C", "N", "C", "N", "H", "H", "H", "H"], "positions_angstrom": [[-1.979, -0.682, -0.391], [-0.952, -0.285, 0.085], [0.373, 0.202, 0.474], [0.878, 1.128, -0.545], [1.257, -0.977, 0.709], [1.883, -1.921, 0.948], [-2.878, -1.039, -0.831], [0.316, 0.699, 1.455], [0.621, 0.819, -1.482], [0.480, 2.055, -0.423]], "atomic_forces_ev_per_a": [[0.3, 0.1, 0.1], [-0.6, -0.4, -0.1], [-0.1, 0.0, -0.1], [0.4, 0.1, 0.1], [0.6, -0.7, 0.1], [-0.6, 1.1, -0.3], [-0.1, 0.0, 0.1], [0.0, 0.1, -0.4], [0.1, -0.1, 0.4], [0.0, -0.3, 0.1]], "mulliken_charge": [0.137, -0.715, 0.436, -0.652, -0.038, -0.373, 0.425, 0.231, 0.290, 0.259], "e_tot_ev": -7190.289, "homo_lumo_gap_ev": 10.91, "smiles": "C#C[C@H](N)C#N", "e_above_lowest_ev": 2.4000}

***

{"formula": "C12H28N8O2PS2Sn", "method": "wB97M-V/def2-TZVPD", "elements": ["Sn", "N", "C", "C", "N", "C", "C", "N", "C", "C", "N", "H", "H", "H", "H", "H", "H", "H", "H", "H", "H", "H", "H", "H", "H", "H", "H", "H", "H", "S", "C", "C", "N", "C", "S", "C", "N", "N", "C", "P", "O", "O", "C", "N", "H", "H", "H", "H", "H", "H", "H", "H", "H", "H"], "positions_angstrom": [[0.751, -0.204, -0.642], [0.329, 2.366, -1.705], [-1.008, 2.861, -1.373], [-1.123, 3.103, 0.118], [-0.902, 1.891, 0.915], [-0.339, 2.199, 2.231], [1.059, 2.789, 2.244], [2.048, 1.861, 1.703], [-2.146, 1.151, 1.085], [-1.928, -0.322, 1.368], [-1.427, -1.007, 0.168], [1.044, 3.023, -1.411], [0.426, 2.250, -2.709], [-1.728, 2.102, -1.691], [-1.270, 3.790, -1.890], [-2.110, 3.538, 0.329], [-0.384, 3.850, 0.408], [-0.313, 1.266, 2.803], [-1.005, 2.892, 2.770], [1.253, 3.085, 3.283], [1.096, 3.706, 1.655], [2.084, 1.012, 2.256], [2.972, 2.272, 1.720], [-2.726, 1.235, 0.161], [-2.765, 1.586, 1.885], [-2.885, -0.740, 1.693], [-1.197, -0.484, 2.161], [-2.109, -0.947, -0.584], [-1.286, -1.999, 0.362], [1.206, -2.798, -1.090], [0.295, -3.161, -2.539], [0.167, -4.567, -2.784], [0.082, -5.715, -2.808], [-0.273, -2.214, -3.309], [-0.294, -0.505, -2.966], [-0.942, -2.603, -4.522], [-1.470, -2.901, -5.497], [0.622, -5.137, 0.722], [1.265, -4.477, 1.888], [0.047, -3.264, 2.554], [-1.282, -3.663, 1.977], [0.512, -1.851, 2.540], [-0.153, -3.664, 4.356], [-1.360, -2.822, 4.675], [0.731, -4.444, -0.078], [-0.388, -5.216, 0.893], [1.026, -6.035, 0.463], [2.162, -3.959, 1.555], [1.530, -5.218, 2.641], [0.678, -3.332, 4.973], [-0.402, -4.703, 4.559], [-2.100, -3.095, 4.011], [-1.128, -1.847, 4.454], [-1.689, -2.892, 5.636]], "atomic_forces_ev_per_a": [[-0.1, 0.2, 0.1], [0.0, -0.1, -0.1], [0.0, -0.1, 0.0], [-0.1, 0.0, 0.1], [0.1, 0.0, -0.1], [0.0, 0.0, 0.0], [0.1, -0.1, 0.0], [-0.1, 0.1, 0.0], [-0.1, 0.0, -0.1], [-0.2, 0.0, 0.0], [0.1, 0.1, 0.1], [0.0, 0.0, 0.0], [0.0, 0.0, 0.0], [0.0, 0.0, 0.0], [0.0, 0.0, 0.0], [0.0, 0.0, 0.1], [0.0, 0.0, -0.1], [0.0, 0.1, 0.0], [0.0, 0.0, 0.0], [0.0, 0.0, 0.0], [0.0, 0.0, 0.0], [0.0, 0.0, 0.0], [0.0, 0.0, 0.0], [0.0, 0.0, 0.0], [0.0, 0.1, 0.0], [0.0, -0.1, 0.0], [-0.1, 0.1, -0.1], [0.1, 0.0, -0.1], [0.0, 0.1, 0.0], [0.2, 0.0, 0.0], [0.1, -0.2, 0.2], [0.0, 0.1, 0.0], [0.0, 0.0, 0.0], [-0.2, 0.0, -0.2], [0.1, 0.2, 0.0], [0.0, 0.0, 0.1], [0.0, 0.0, 0.0], [-0.1, -0.1, 0.1], [0.0, 0.0, 0.1], [0.1, 0.0, 0.0], [0.0, 0.0, 0.0], [0.1, -0.2, 0.1], [0.0, 0.0, 0.0], [0.0, 0.0, -0.1], [0.1, 0.0, -0.2], [0.0, -0.1, 0.0], [0.0, 0.0, 0.0], [0.0, 0.0, 0.0], [0.0, 0.0, 0.0], [0.0, 0.0, 0.0], [0.0, 0.0, 0.0], [0.0, 0.0, 0.0], [0.0, 0.0, 0.1], [0.0, 0.0, 0.0]], "mulliken_charge": [0.538, -0.486, -0.655, -0.979, 0.947, -0.672, -0.992, -0.362, -1.186, -0.132, -0.215, 0.205, 0.277, 0.288, 0.476, 0.297, 0.351, 0.221, 0.330, 0.467, 0.393, 0.146, 0.256, 0.448, 0.357, 0.454, -0.161, 0.312, 0.208, -0.423, 0.559, -0.168, -0.502, 0.749, -0.419, -0.206, -0.410, 0.035, -0.977, 1.145, -0.970, -0.615, -0.742, -0.264, -0.318, 0.418, 0.404, 0.375, 0.521, 0.353, 0.398, 0.326, 0.210, 0.390], "e_tot_ev": -65701.423, "homo_lumo_gap_ev": 7.02, "e_above_lowest_ev": 0.5622, "charge": 1}

***

{"formula": "C2H2ClN", "method": "wB97M-V/def2-TZVPD", "elements": ["C", "C", "N", "Cl", "H", "H"], "positions_angstrom": [[2.112, -0.732, 1.173], [1.026, -1.530, 1.505], [3.050, -0.131, 1.508], [0.671, -2.868, 0.597], [0.343, 0.298, -0.460], [-0.422, 0.291, -0.129]], "atomic_forces_ev_per_a": [[0.9, 0.1, 0.8], [-1.2, -0.2, 0.3], [0.1, 0.1, -0.7], [0.3, -0.1, -0.3], [-2.4, 0.0, 0.9], [2.3, 0.0, -1.0]], "mulliken_charge": [0.461, -0.216, -0.304, 0.035, -0.102, 0.126], "e_tot_ev": -16113.763, "homo_lumo_gap_ev": [7.56, 7.55], "e_above_lowest_ev": 4.3193}

***

{"formula": "C22H44Cl22", "method": "wB97M-V/def2-TZVPD", "elements": ["Cl", "C", "C", "Cl", "H", "H", "H", "H", "Cl", "C", "C", "Cl", "H", "H", "H", "H", "Cl", "C", "C", "Cl", "H", "H", "H", "H", "Cl", "C", "C", "Cl", "H", "H", "H", "H", "Cl", "C", "C", "Cl", "H", "H", "H", "H", "Cl", "C", "C", "Cl", "H", "H", "H", "H", "Cl", "C", "C", "Cl", "H", "H", "H", "H", "Cl", "C", "C", "Cl", "H", "H", "H", "H", "Cl", "C", "C", "Cl", "H", "H", "H", "H", "Cl", "C", "C", "Cl", "H", "H", "H", "H", "Cl", "C", "C", "Cl", "H", "H", "H", "H"], "positions_angstrom": [[0.392, -0.985, -2.542], [-0.724, -0.517, -1.191], [-0.032, 0.146, -0.074], [0.496, 1.811, -0.470], [-1.092, -1.468, -0.822], [-1.495, 0.074, -1.649], [0.867, -0.397, 0.199], [-0.691, 0.164, 0.793], [-2.768, -1.858, 1.298], [-4.195, -2.073, 0.276], [-4.583, -3.521, 0.128], [-5.520, -4.154, 1.560], [-3.896, -1.714, -0.713], [-5.012, -1.454, 0.623], [-3.719, -4.161, 0.001], [-5.249, -3.606, -0.730], [3.136, 3.599, 0.999], [2.538, 2.595, 2.336], [3.014, 3.096, 3.656], [2.076, 4.507, 4.261], [2.840, 1.569, 2.147], [1.450, 2.609, 2.275], [4.055, 3.403, 3.613], [2.927, 2.337, 4.427], [-2.533, 6.956, 0.044], [-0.828, 7.112, 0.498], [-0.225, 5.813, 0.813], [-0.925, 5.092, 2.282], [-0.776, 7.786, 1.348], [-0.310, 7.578, -0.336], [0.843, 5.909, 0.972], [-0.400, 5.128, -0.008], [-3.318, 1.851, -0.356], [-4.090, 2.520, -1.785], [-3.448, 2.028, -3.065], [-3.596, 0.272, -3.297], [-3.983, 3.596, -1.711], [-5.148, 2.279, -1.738], [-2.407, 2.354, -3.095], [-3.954, 2.480, -3.915], [-3.415, -3.388, -4.076], [-1.698, -3.276, -4.591], [-1.391, -2.075, -5.441], [-2.290, -2.034, -6.973], [-1.426, -4.202, -5.086], [-1.113, -3.196, -3.679], [-0.327, -2.089, -5.681], [-1.606, -1.167, -4.894], [5.056, -2.122, 1.034], [4.178, -1.307, -0.294], [3.297, -2.323, -0.976], [2.008, -2.915, 0.060], [4.942, -0.945, -0.966], [3.562, -0.451, -0.009], [3.833, -3.128, -1.476], [2.818, -1.839, -1.835], [1.894, 4.115, -4.034], [2.203, 2.342, -3.992], [3.572, 2.075, -3.418], [3.812, 0.285, -3.294], [2.137, 1.983, -5.012], [1.435, 1.897, -3.389], [3.668, 2.496, -2.426], [4.326, 2.469, -4.087], [2.309, -3.514, 6.487], [2.526, -2.934, 4.793], [1.744, -1.697, 4.631], [2.027, -1.067, 2.971], [2.158, -3.720, 4.153], [3.590, -2.787, 4.683], [1.965, -0.930, 5.356], [0.690, -1.960, 4.663], [-0.945, -4.157, -1.183], [0.076, -5.572, -1.267], [0.598, -5.849, -2.653], [1.564, -4.534, -3.340], [-0.544, -6.421, -0.963], [0.850, -5.498, -0.511], [-0.218, -6.060, -3.340], [1.231, -6.732, -2.614], [-0.641, 0.873, 3.785], [-1.495, 1.161, 5.348], [-0.910, 2.298, 6.103], [0.475, 1.793, 7.054], [-1.393, 0.228, 5.893], [-2.551, 1.344, 5.169], [-1.623, 2.660, 6.839], [-0.674, 3.114, 5.428]], "atomic_forces_ev_per_a": [[-0.1, 0.3, 0.1], [0.2, -0.9, -0.7], [0.6, 0.3, 0.5], [-0.1, 0.0, 0.0], [-0.3, 0.0, 0.0], [-0.4, 0.1, 0.0], [0.0, -0.1, 0.1], [0.0, 0.3, 0.0], [0.1, 0.1, 0.6], [0.2, -0.2, -0.8], [-0.6, 0.0, 0.4], [0.4, 0.3, -0.5], [-0.1, 0.0, 0.1], [-0.1, 0.1, 0.3], [0.1, -0.1, 0.0], [0.0, -0.1, 0.0], [0.2, 0.2, -0.3], [-0.8, -0.2, -0.3], [0.3, 0.2, 0.7], [0.1, -0.1, -0.2], [0.3, 0.0, 0.1], [0.0, 0.1, 0.0], [0.0, 0.1, 0.0], [-0.2, -0.2, 0.0], [-0.4, 0.0, -0.1], [-0.1, 1.2, 0.0], [0.3, -1.0, 0.0], [0.0, -0.1, 0.1], [-0.1, 0.1, 0.1], [0.0, 0.0, -0.1], [0.2, 0.0, 0.1], [0.1, -0.3, 0.0], [0.2, -0.3, 0.6], [-0.3, 0.0, -0.4], [-0.1, 0.6, 0.0], [0.1, -0.1, 0.1], [0.0, 0.2, -0.1], [0.0, -0.1, 0.0], [0.0, -0.4, 0.0], [0.0, 0.1, 0.0], [0.2, 0.1, -0.1], [0.1, 0.0, 0.2], [0.1, 0.0, 0.1], [-0.1, 0.0, -0.1], [-0.2, -0.1, -0.1], [0.0, 0.0, 0.0], [-0.1, 0.0, 0.0], [-0.1, 0.2, 0.0], [0.0, 0.4, 0.3], [-0.1, -0.6, -0.2], [0.1, 0.6, -1.6], [-0.1, -0.3, 0.2], [0.1, 0.0, -0.3], [0.2, -0.1, 0.6], [0.2, -0.3, 0.7], [-0.2, 0.2, 0.4], [0.1, -0.2, 0.0], [0.1, 0.2, -0.1], [-0.2, -0.2, -0.1], [0.0, 0.5, -0.1], [-0.1, 0.0, -0.1], [-0.3, -0.2, 0.3], [0.1, 0.0, 0.2], [0.3, 0.0, 0.1], [-0.1, 0.0, 0.0], [0.6, -0.7, 0.9], [-1.0, 0.4, -0.7], [0.1, 0.1, 0.2], [0.1, -0.2, -0.3], [0.2, 0.0, -0.3], [0.1, 0.2, 0.1], [-0.1, 0.3, 0.1], [-0.5, 0.5, 0.1], [0.0, -0.9, 0.2], [-0.1, -0.4, 0.1], [0.1, 0.2, -0.1], [0.0, 0.0, -0.2], [0.3, 0.3, -0.2], [-0.1, 0.1, 0.0], [0.1, 0.0, 0.0], [-0.2, 0.1, 0.2], [-0.2, -0.7, -0.4], [-0.5, 0.5, 0.2], [0.9, 0.0, 0.1], [-0.1, 0.0, 0.1], [0.0, 0.0, -0.4], [-0.2, 0.0, -0.1], [0.4, 0.1, 0.1]], "mulliken_charge": [-0.142, 1.402, 0.210, -0.039, -0.593, -0.564, -0.398, 0.087, -0.110, -0.139, -0.245, -0.228, -0.100, 0.421, 0.104, 0.342, -0.192, 0.402, -0.475, -0.187, -0.175, -0.035, 0.409, 0.236, -0.196, -0.485, -0.244, -0.139, 0.347, 0.340, 0.210, 0.163, -0.084, -0.502, -0.529, -0.102, 0.309, 0.319, 0.165, 0.442, -0.176, 0.337, -0.135, -0.213, 0.355, -0.545, 0.325, 0.019, -0.202, -0.303, -0.160, -0.088, 0.417, 0.178, 0.519, -0.354, -0.227, -0.106, -0.334, -0.179, 0.392, -0.098, 0.156, 0.398, -0.223, -0.336, -0.642, 0.000, 0.279, 0.297, 0.346, 0.276, 0.069, -0.727, -0.531, -0.119, 0.346, 0.291, 0.300, 0.403, 0.022, -0.755, -0.229, -0.189, 0.353, 0.300, 0.350, 0.136], "e_tot_ev": -299024.610, "homo_lumo_gap_ev": 10.83, "smiles": "ClCCCl.ClCCCl.ClCCCl.ClCCCl.ClCCCl.ClCCCl.ClCCCl.ClCCCl.ClCCCl.ClCCCl.ClCCCl", "e_above_lowest_ev": 0.1153}